Record 1
The following is a DFT calculation (the ωB97M-V functional and the def2-TZVPD basis) of a structure of composition C47H46NO2PdSb3.

Geometry as ORCA input:
```
! wB97M-V def2-TZVPD RIJCOSX def2/J DEFGRID3
* xyz 2 3
Pd 0.292 1.217 0.235
C 1.287 -1.474 3.454
C 2.347 -2.111 2.553
C 1.917 -2.381 1.107
Sb 1.992 -0.646 -0.171
C 1.170 2.049 -1.413
C 1.240 1.536 -2.701
C 1.833 2.288 -3.712
C 2.367 3.537 -3.434
C 2.302 4.045 -2.143
C 1.702 3.306 -1.130
C 3.946 -0.009 0.240
C 4.970 -0.958 0.296
C 6.265 -0.559 0.584
C 6.540 0.784 0.820
C 5.523 1.728 0.767
C 4.225 1.337 0.471
Sb 0.372 0.334 2.766
C -1.214 0.593 4.140
C -1.929 -0.478 4.670
C -2.995 -0.245 5.532
C -3.348 1.055 5.866
C -2.630 2.127 5.348
C -1.565 1.898 4.486
C 1.797 1.811 3.278
C 1.576 3.133 2.889
C 2.545 4.099 3.129
C 3.742 3.749 3.740
C 3.970 2.433 4.116
C 3.002 1.464 3.884
H 1.716 -1.213 4.423
H 0.466 -2.166 3.645
H 2.618 -3.074 2.997
H 3.261 -1.513 2.567
H 0.918 -2.806 1.037
H 2.606 -3.084 0.634
H 0.825 0.568 -2.941
H 1.881 1.886 -4.717
H 2.834 4.115 -4.221
H 2.717 5.021 -1.921
H 1.652 3.722 -0.131
H 4.769 -2.009 0.111
H 7.060 -1.291 0.620
H 7.554 1.094 1.042
H 5.740 2.772 0.954
H 3.441 2.078 0.429
H -1.660 -1.503 4.443
H -3.542 -1.082 5.948
H -4.174 1.233 6.544
H -2.889 3.141 5.628
H -1.001 2.741 4.105
H 0.658 3.417 2.396
H 2.364 5.128 2.841
H 4.495 4.503 3.927
H 4.902 2.157 4.594
H 3.202 0.443 4.188
N -3.468 5.215 -0.623
C -2.142 5.046 -0.051
C -1.777 3.573 -0.086
O -2.603 2.828 -0.771
O -0.772 3.122 0.448
H -4.178 5.365 0.081
H -3.320 3.463 -1.060
H -3.515 5.977 -1.284
H -2.026 5.415 0.967
H -1.388 5.549 -0.659
C -6.268 0.454 1.787
C -6.158 -0.406 0.701
C -4.935 -0.570 0.064
C -3.828 0.145 0.515
C -3.935 1.007 1.602
C -5.158 1.157 2.241
Sb -1.952 -0.213 -0.368
C -2.228 -0.278 -2.450
C -1.295 -0.935 -3.249
C -1.468 -0.978 -4.625
C -2.570 -0.360 -5.204
C -3.499 0.299 -4.409
C -3.331 0.343 -3.032
C -1.668 -2.234 0.185
C -1.450 -3.278 -0.707
C -1.327 -4.580 -0.229
C -1.447 -4.843 1.129
C -1.705 -3.806 2.018
C -1.811 -2.506 1.545
H -7.223 0.573 2.284
H -7.024 -0.955 0.353
H -4.854 -1.255 -0.775
H -3.070 1.550 1.965
H -5.242 1.818 3.095
H -0.432 -1.419 -2.807
H -0.747 -1.497 -5.245
H -2.706 -0.395 -6.277
H -4.360 0.775 -4.862
H -4.066 0.850 -2.417
H -1.381 -3.095 -1.773
H -1.155 -5.392 -0.924
H -1.363 -5.860 1.492
H -1.840 -4.016 3.074
H -2.066 -1.708 2.228
*
```

## Properties
Kohn-Sham gap (spin up / spin down)   7.144 / 5.973 eV
⟨S²⟩   2.01
Highest occupied orbital energy (spin up / spin down)   -12.582 / -13.301 eV

***

Record 2
The following is a DFT calculation (the ωB97M-V functional and the def2-TZVPD basis) of a structure of composition C34H57Cl5N7Si3V.

Geometry as ORCA input:
```
! wB97M-V def2-TZVPD RIJCOSX def2/J DEFGRID3
* xyz 0 3
V 0.500 -0.159 -0.545
C -0.772 -2.350 4.940
N 0.412 -2.578 4.141
C 1.658 -2.928 4.810
C 2.686 -2.636 3.720
N 1.935 -2.738 2.467
C 2.033 -4.063 1.852
C 0.585 -2.413 2.783
N -0.194 -2.051 1.844
C -1.606 -1.789 2.007
C -2.022 -0.645 1.089
N -1.738 -0.974 -0.305
C -2.555 -1.688 -0.971
N -3.786 -2.194 -0.587
C -4.787 -1.456 0.171
C -4.265 -3.153 -1.575
C -3.004 -3.402 -2.403
N -2.227 -2.168 -2.271
C -2.575 -1.176 -3.296
H -0.569 -2.710 5.947
H -1.631 -2.904 4.561
H -1.031 -1.290 5.013
H 1.650 -3.975 5.132
H 1.812 -2.300 5.689
H 3.069 -1.620 3.825
H 3.528 -3.326 3.721
H 1.777 -4.870 2.555
H 3.051 -4.220 1.498
H 1.354 -4.117 1.005
H -1.910 -1.502 3.014
H -2.183 -2.683 1.736
H -1.435 0.236 1.334
H -3.062 -0.395 1.292
H -4.857 -1.792 1.208
H -5.756 -1.619 -0.303
H -4.590 -0.386 0.150
H -5.080 -2.722 -2.168
H -4.633 -4.062 -1.098
H -3.212 -3.615 -3.449
H -2.429 -4.231 -1.987
H -2.214 -1.525 -4.261
H -2.083 -0.233 -3.068
H -3.657 -0.996 -3.362
Cl 4.288 0.817 -0.004
C 3.807 -0.777 -0.509
C 2.458 -1.084 -0.684
C 2.230 -2.405 -1.038
Cl 0.545 -2.854 -1.219
C 3.201 -3.374 -1.250
Cl 2.774 -4.985 -1.695
C 4.530 -3.014 -1.075
Cl 5.778 -4.178 -1.306
C 4.833 -1.707 -0.696
Cl 6.485 -1.271 -0.461
C -2.233 3.920 -2.626
Si -1.484 2.954 -1.174
C -1.119 4.225 0.154
C -2.985 1.966 -0.581
C 0.021 1.910 -1.573
C -0.037 1.144 -2.833
C -0.463 1.541 -4.114
C -0.228 0.715 -5.191
C 0.409 -0.510 -5.002
C 0.746 -0.872 -3.718
N 0.505 -0.077 -2.670
Si 1.581 2.956 -1.879
C 2.785 1.970 -2.942
C 1.196 4.477 -2.937
C 2.504 3.716 -0.430
H -2.965 4.613 -2.200
H -2.782 3.262 -3.304
H -1.525 4.506 -3.210
H -0.982 3.757 1.129
H -1.968 4.910 0.233
H -0.233 4.825 -0.056
H -3.900 2.474 -0.895
H -3.011 1.871 0.507
H -2.992 0.964 -1.009
H -0.917 2.509 -4.250
H -0.519 1.030 -6.187
H 0.633 -1.168 -5.830
H 1.225 -1.819 -3.510
H 2.441 1.946 -3.980
H 2.918 0.942 -2.611
H 3.764 2.454 -2.925
H 0.745 4.224 -3.899
H 2.140 4.989 -3.145
H 0.545 5.191 -2.428
H 2.707 3.056 0.407
H 1.991 4.601 -0.049
H 3.465 4.053 -0.831
C -1.224 1.739 3.280
Si 0.608 1.702 2.791
C 1.461 0.907 4.279
C 1.195 3.492 2.853
C 1.142 0.805 1.248
H -1.316 2.356 4.178
H -1.611 0.748 3.528
H -1.876 2.172 2.518
H 1.318 1.513 5.178
H 2.535 0.825 4.096
H 1.078 -0.094 4.482
H 0.719 4.010 3.690
H 0.993 4.062 1.949
H 2.275 3.518 3.022
H 1.601 -0.117 1.642
H 2.003 1.386 0.912
*
```

## Properties
Kohn-Sham gap (spin up / spin down)   8.066 / 8.150 eV
⟨S²⟩   2.04
Highest occupied orbital energy (spin up / spin down)   -7.705 / -7.788 eV

***

Record 3
The following is a DFT calculation (the ωB97M-V functional and the def2-TZVPD basis) of the ion CH3O2 with charge -1 at a distorted geometry.

Geometry as ORCA input:
```
! wB97M-V def2-TZVPD RIJCOSX def2/J DEFGRID3
* xyz -1 1
O 0.740 0.993 -0.181
C -0.026 0.209 0.439
O -0.499 -1.112 -0.341
H 0.289 -0.335 1.365
H -1.053 0.610 0.722
H -1.443 -0.940 -0.427
*
```

## Properties
Kohn-Sham gap   7.502 eV
Highest occupied orbital energy   -2.525 eV
Structure (SMILES)   [O-]CO

***

Record 4
The following is a DFT calculation (the ωB97M-V functional and the def2-TZVPD basis) of the molecule C4H9NO at a distorted geometry.

Geometry as ORCA input:
```
! wB97M-V def2-TZVPD RIJCOSX def2/J DEFGRID3
* xyz 0 1
N 1.878 0.070 0.268
C 0.844 -0.252 -0.728
C -0.398 0.553 -0.275
O -0.199 1.799 -0.130
C -1.721 -0.241 -0.470
C -1.099 -0.219 0.847
H 2.747 -0.193 0.031
H 1.544 -0.298 1.137
H 1.322 -0.165 -1.813
H 0.615 -1.407 -0.356
H 0.685 1.832 0.495
H -2.654 0.336 -0.762
H -1.490 -0.995 -1.172
H -1.415 0.273 1.677
H -0.659 -1.091 1.252
*
```

## Properties
Kohn-Sham gap   9.816 eV
Highest occupied orbital energy   -8.835 eV
Structure (SMILES)   NCC1(O)CC1

***

Record 5
The following is a DFT calculation (the ωB97M-V functional and the def2-TZVPD basis) of a structure of composition C14H27ClIN2O2P2Zr at a distorted geometry.

Geometry as ORCA input:
```
! wB97M-V def2-TZVPD RIJCOSX def2/J DEFGRID3
* xyz 3 1
C 0.153 1.418 -3.856
C 0.136 2.129 -2.639
H 0.110 2.122 -4.716
H -0.703 0.715 -3.935
H 1.089 0.837 -3.944
O -0.069 2.929 -1.818
I 0.287 -3.040 -2.613
Zr 0.239 -1.169 -0.708
P 2.584 -0.160 -1.330
C 3.076 1.341 -0.425
C 3.755 -1.412 -0.645
H 4.736 -1.240 -1.103
H 4.313 -0.184 -2.987
H 3.435 -2.435 -0.898
H 2.709 -0.485 -3.737
H 2.626 1.360 0.576
H 3.832 -1.342 0.450
C 3.255 0.127 -3.004
H 4.172 1.374 -0.333
H 3.163 1.187 -3.275
H 2.731 2.222 -0.978
P -2.106 -0.062 -1.015
C -2.628 1.446 -0.140
C -2.780 0.118 -2.685
H -2.824 -2.326 -0.372
H -4.189 -1.235 -0.806
H -3.405 -1.095 0.794
C -3.233 -1.310 -0.271
H -2.287 -0.598 -3.360
H -3.851 -0.116 -2.608
H -3.446 1.930 -0.689
H -1.771 2.129 -0.089
H -2.632 1.140 -3.049
H -2.965 1.207 0.879
Cl -0.072 -3.070 0.720
N -2.506 -0.453 5.305
C -2.323 -0.276 3.967
O -3.268 -0.180 3.176
C -0.889 -0.203 3.520
C 0.251 -0.137 4.338
C 1.504 -0.194 3.728
C 1.595 -0.277 2.338
N 0.515 -0.290 1.537
C -0.702 -0.252 2.133
H -3.447 -0.598 5.640
H -1.746 -0.710 5.913
H 0.145 -0.026 5.413
H 2.426 -0.159 4.310
H 2.559 -0.342 1.830
H -1.556 -0.356 1.459
*
```

## Properties
Kohn-Sham gap   5.541 eV
Highest occupied orbital energy   -17.798 eV

***

Record 6
The following is a DFT calculation (the ωB97M-V functional and the def2-TZVPD basis) of the molecule C21H23N3OS.

Geometry as ORCA input:
```
! wB97M-V def2-TZVPD RIJCOSX def2/J DEFGRID3
* xyz 0 1
O -0.773 -2.442 1.612
C -1.508 -1.502 1.396
N -1.655 -0.939 0.170
C -0.865 -1.334 -0.971
C 0.213 -0.302 -1.326
C -0.393 1.034 -1.766
C 0.712 1.994 -2.201
C 1.552 1.340 -3.302
N 2.126 0.072 -2.904
C 3.263 0.162 -2.009
C 4.105 -1.056 -2.153
N 4.807 -1.602 -1.229
C 5.481 -2.688 -1.676
C 5.287 -2.987 -2.986
S 4.207 -1.856 -3.708
C 1.102 -0.851 -2.455
C -2.394 -0.887 2.435
C -3.297 -1.693 3.081
C -4.187 -1.163 4.025
C -4.163 0.172 4.317
C -3.225 1.028 3.703
C -3.163 2.402 4.016
C -2.228 3.213 3.436
C -1.300 2.679 2.530
C -1.338 1.353 2.200
C -2.311 0.494 2.755
H -2.285 -0.161 0.062
H -1.524 -1.495 -1.831
H -0.391 -2.281 -0.702
H 0.830 -0.140 -0.436
H -0.970 1.482 -0.953
H -1.070 0.860 -2.607
H 1.350 2.234 -1.347
H 0.280 2.925 -2.571
H 2.358 2.005 -3.618
H 0.914 1.145 -4.171
H 3.861 1.033 -2.301
H 3.005 0.276 -0.945
H 6.104 -3.232 -0.990
H 5.701 -3.790 -3.559
H 1.586 -1.774 -2.129
H 0.474 -1.086 -3.321
H -3.324 -2.747 2.846
H -4.894 -1.818 4.511
H -4.854 0.592 5.033
H -3.867 2.800 4.732
H -2.187 4.264 3.682
H -0.548 3.324 2.100
H -0.600 0.943 1.526
*
```

## Properties
Kohn-Sham gap   8.740 eV
Highest occupied orbital energy   -8.397 eV
Structure (SMILES)   O=C(NC[C@@H]1CCCN(Cc2nccs2)C1)c1cccc2ccccc12

***

Record 7
The following is a DFT calculation (the ωB97M-V functional and the def2-TZVPD basis) of a structure of composition C24H13AsBBr4F4O2Pd at a distorted geometry.

Geometry as ORCA input:
```
! wB97M-V def2-TZVPD RIJCOSX def2/J DEFGRID3
* xyz -1 3
Pd -0.996 2.002 -4.215
Br 4.633 -1.462 -2.555
C 2.950 -1.045 -3.140
C 1.924 -1.909 -2.641
Br 2.390 -3.463 -1.701
C 0.626 -1.544 -2.723
Br -0.836 -2.559 -2.093
C 0.246 -0.332 -3.427
O -0.975 -0.081 -3.529
C 1.335 0.482 -4.017
O 0.989 1.564 -4.503
C 2.662 0.004 -3.984
Br 4.041 0.925 -4.962
F -3.036 3.007 -3.925
B -2.802 3.833 -2.755
F -3.561 4.956 -2.870
F -3.187 3.106 -1.636
F -1.477 4.168 -2.747
C 2.404 -0.670 5.147
C 1.373 0.131 4.750
C 0.785 -0.217 3.510
C 1.086 -1.462 2.935
C 2.049 -2.317 3.456
C 2.718 -1.867 4.569
As 0.202 -1.979 1.311
C -1.611 -1.418 1.501
C -2.539 -1.945 2.424
C -3.803 -1.410 2.436
C -4.188 -0.369 1.511
C -3.295 0.165 0.580
C -1.930 -0.345 0.640
C -0.768 0.257 -0.087
C -0.728 1.424 -0.842
C 0.522 1.830 -1.350
C 1.733 1.176 -1.052
C 1.657 0.025 -0.223
C 0.433 -0.399 0.270
H 3.041 -0.363 5.965
H 1.155 1.012 5.293
H 0.015 0.344 3.057
H 2.202 -3.316 3.036
H 3.501 -2.496 5.002
H -2.123 -2.750 3.034
H -4.498 -1.674 3.206
H -5.118 0.110 1.666
H -3.533 0.979 -0.082
H -1.530 2.122 -0.986
H 0.554 2.707 -1.996
H 2.714 1.447 -1.424
H 2.597 -0.383 0.167
*
```

## Properties
Kohn-Sham gap (spin up / spin down)   7.166 / 6.553 eV
⟨S²⟩   2.02
Highest occupied orbital energy (spin up / spin down)   -5.102 / -5.785 eV

***

Record 8
The following is a DFT calculation (the ωB97M-V functional and the def2-TZVPD basis) of the molecule C5H9NO at a distorted geometry.

Geometry as ORCA input:
```
! wB97M-V def2-TZVPD RIJCOSX def2/J DEFGRID3
* xyz 0 1
C -1.799 -1.002 0.374
O -1.104 0.222 0.254
C 0.259 0.183 -0.126
C 0.469 1.381 -1.051
C 1.140 0.281 1.123
C 0.597 -1.064 -0.867
N 0.881 -2.033 -1.432
H -2.087 -1.391 -0.609
H -1.214 -1.771 0.889
H -2.701 -0.784 0.951
H 0.223 2.290 -0.493
H -0.204 1.303 -1.909
H 1.504 1.436 -1.400
H 2.198 0.362 0.853
H 1.003 -0.590 1.771
H 0.837 1.178 1.673
*
```

## Properties
Kohn-Sham gap   11.178 eV
Highest occupied orbital energy   -10.308 eV
Structure (SMILES)   COC(C)(C)C#N

***

Record 9
The following is a DFT calculation (the ωB97M-V functional and the def2-TZVPD basis) of a cluster of 10 separate species, C4H27N2O11 in total at a distorted geometry.

Geometry as ORCA input:
```
! wB97M-V def2-TZVPD RIJCOSX def2/J DEFGRID3
* xyz -1 1
C -0.569 -1.338 -0.103
C 0.023 -2.586 -0.779
C 0.272 -3.813 0.117
N 1.630 -3.904 0.668
N 0.197 -0.574 0.814
C 0.919 0.654 0.462
O 0.221 1.537 -0.074
O 2.138 0.653 0.708
H -0.911 -0.760 -1.003
H -1.537 -1.612 0.329
H -0.687 -2.925 -1.530
H 0.913 -2.216 -1.372
H -0.315 -3.734 1.050
H -0.031 -4.641 -0.485
H 1.578 -3.300 1.471
H 2.442 -3.648 0.109
H 0.792 -1.132 1.412
H 3.001 1.974 -0.245
H 2.660 3.048 -1.124
O 3.468 2.572 -0.878
H -3.862 -1.989 2.252
H -2.394 -2.414 2.141
O -3.290 -2.756 2.082
H -2.877 0.074 2.676
H -4.271 0.656 2.409
O -3.819 -0.107 2.790
H 4.143 -0.919 0.630
H 3.953 -2.422 1.016
O 4.182 -1.826 0.299
H -0.019 2.131 -2.634
H -1.175 3.273 -2.548
O -0.916 2.406 -2.864
H -2.691 1.168 -2.269
H -1.635 1.226 -1.222
O -2.586 1.069 -1.320
H -0.638 3.327 -0.351
H -1.470 4.349 0.256
O -0.530 4.191 0.086
H -1.354 1.929 1.029
H -2.818 1.284 0.623
O -2.328 1.992 1.063
H 2.791 0.853 -2.556
H 1.794 0.104 -1.747
O 1.962 0.362 -2.662
*
```

## Properties
Kohn-Sham gap   8.823 eV
Highest occupied orbital energy   -5.946 eV

***

Record 10
The following is a DFT calculation (the ωB97M-V functional and the def2-TZVPD basis) of the molecule C6H8O2 at a distorted geometry.

Geometry as ORCA input:
```
! wB97M-V def2-TZVPD RIJCOSX def2/J DEFGRID3
* xyz 0 1
C 0.353 0.202 -1.906
C 0.080 -0.882 -1.223
C 0.209 -1.002 0.284
C -1.013 -0.832 1.225
O -0.322 0.226 1.953
C 0.605 0.389 0.891
C 0.141 1.497 0.008
O 0.630 1.457 -1.321
H 0.523 0.253 -2.982
H 0.024 -1.797 -1.801
H 0.872 -1.821 0.637
H -1.281 -1.658 1.938
H -1.892 -0.449 0.729
H 1.634 0.518 1.231
H -0.994 1.441 -0.050
H 0.430 2.457 0.388
*
```

## Properties
Kohn-Sham gap   10.086 eV
Highest occupied orbital energy   -9.105 eV
Structure (SMILES)   C1=C[C@@H]2CO[C@@H]2CO1

***

Record 11
The following is a DFT calculation (the ωB97M-V functional and the def2-TZVPD basis) of a cluster of 2 separate species, C5H15N2O in total at a distorted geometry.

Geometry as ORCA input:
```
! wB97M-V def2-TZVPD RIJCOSX def2/J DEFGRID3
* xyz 1 1
N 4.965 0.589 -0.194
C -1.145 0.560 -0.136
C 0.172 0.312 0.554
C 1.054 -0.594 -0.312
O 2.317 -1.046 0.442
C -2.460 1.054 0.407
N -3.593 0.213 -0.166
C -3.205 -1.312 0.022
H 4.994 0.578 -1.233
H 4.859 1.524 0.139
H 5.876 0.198 0.142
H -0.989 0.888 -1.180
H 0.814 1.209 0.805
H -0.007 -0.208 1.547
H 1.254 -0.271 -1.352
H 0.459 -1.533 -0.280
H 3.043 -0.471 0.186
H -2.592 0.954 1.496
H -2.723 2.092 0.132
H -3.515 0.389 -1.223
H -3.888 -1.797 -0.651
H -2.184 -1.701 -0.179
H -3.506 -1.626 1.032
*
```

## Properties
Kohn-Sham gap   5.786 eV
Highest occupied orbital energy   -13.269 eV

***

Record 12
The following is a DFT calculation (the ωB97M-V functional and the def2-TZVPD basis) of a cluster of 2 separate species, C2H5NO3 in total.

Geometry as ORCA input:
```
! wB97M-V def2-TZVPD RIJCOSX def2/J DEFGRID3
* xyz 0 1
O 0.475 -0.372 1.192
C 1.386 -0.849 0.577
N 1.640 -2.205 0.458
C 0.755 -3.229 0.778
O 0.911 -4.340 0.358
H 2.146 -0.256 0.033
H 2.378 -2.482 -0.179
H -0.060 -2.896 1.432
O -3.525 5.740 -1.412
H -3.089 4.974 -1.026
H -3.018 5.916 -2.210
*
```

## Properties
Kohn-Sham gap   11.182 eV
Highest occupied orbital energy   -10.554 eV
Structure (SMILES)   O=CNC=O.O